(1)
The following is a quantum chemistry calculation of a molecular structure, C50H58MnN2O4S2, from the OMol25 dataset.

The geometry in XYZ format:
```
117
Properties=species:S:1:pos:R:3:forces:R:3
Mn 0.197 0.817 -0.024 -0.304 0.571 -0.212
C 1.473 -1.672 3.423 0.082 -0.061 0.067
O 0.801 -0.737 2.601 0.018 0.332 0.156
C 1.127 0.584 2.840 -0.298 0.058 -0.285
C 2.294 1.139 2.306 -0.094 0.052 0.125
C 3.256 0.354 1.440 0.139 -0.051 0.038
C 2.835 0.018 0.012 -0.071 -0.369 0.196
C 3.460 0.693 -1.062 -0.084 -0.021 -0.121
C 3.423 0.243 -2.367 0.014 0.025 0.020
C 2.563 -0.853 -2.619 -0.025 -0.020 0.154
C 1.966 -1.572 -1.617 0.068 0.163 0.015
C 1.042 -2.729 -1.915 0.076 -0.128 0.002
C -0.389 -2.317 -2.178 -0.127 0.038 0.057
C -0.935 -2.434 -3.450 0.001 0.003 0.039
C -2.216 -1.984 -3.742 -0.049 0.006 -0.030
C -2.965 -1.424 -2.713 0.042 -0.023 0.025
C -2.463 -1.263 -1.428 0.144 -0.086 -0.004
C -3.251 -0.425 -0.438 -0.094 0.106 0.009
C -3.079 -0.650 1.045 0.111 -0.029 0.016
C -3.798 -1.627 1.698 -0.018 -0.011 0.060
C -3.658 -1.878 3.066 -0.009 -0.053 0.006
C -2.762 -1.073 3.757 -0.041 -0.068 -0.019
C -2.023 -0.064 3.149 0.043 -0.026 -0.024
C -1.102 0.753 4.039 0.016 0.044 0.089
C 0.171 1.364 3.496 0.162 -0.232 -0.097
C 0.458 2.704 3.716 0.053 -0.030 0.009
C 1.655 3.275 3.301 0.043 0.042 0.003
C 2.544 2.479 2.587 -0.035 -0.046 0.033
C 2.021 4.729 3.604 -0.005 0.031 0.018
C 0.875 5.483 4.280 0.031 -0.020 -0.002
C 2.382 5.473 2.314 -0.001 0.032 0.055
C 3.230 4.746 4.552 -0.041 -0.006 -0.007
C -2.154 0.166 1.762 -0.167 -0.158 0.086
O -1.462 1.069 1.147 0.348 0.137 0.061
C -4.449 -3.011 3.718 -0.008 -0.004 0.015
C -4.152 -3.143 5.212 -0.019 0.002 -0.038
C -4.092 -4.346 3.047 -0.015 0.034 0.040
C -5.954 -2.758 3.554 0.029 -0.018 0.005
C -1.172 -1.730 -1.188 0.000 0.098 0.028
O -0.605 -1.474 0.047 0.087 -0.042 -0.186
C -0.647 -2.576 0.967 -0.116 -0.203 0.100
C -2.778 -1.978 -5.162 -0.025 -0.031 -0.021
C -2.999 -0.519 -5.584 -0.002 -0.026 -0.024
C -1.824 -2.621 -6.169 -0.036 0.001 0.025
C -4.109 -2.740 -5.209 0.046 0.026 -0.007
C 2.322 -1.310 -0.228 0.147 0.087 -0.105
O 2.226 -2.201 0.660 0.089 0.062 -0.073
C 4.315 0.799 -3.481 0.037 -0.024 -0.015
C 5.212 -0.332 -4.012 -0.052 0.042 0.029
C 5.230 1.913 -2.966 0.000 0.015 -0.049
C 3.514 1.345 -4.695 0.117 0.040 -0.067
H 1.639 -1.249 4.422 -0.011 -0.037 -0.025
H 0.827 -2.547 3.506 0.018 -0.007 0.001
H 2.415 -1.977 2.962 -0.064 -0.016 0.067
H 4.184 0.933 1.399 -0.034 -0.038 0.011
H 3.486 -0.600 1.925 0.023 0.047 -0.044
H 4.030 1.580 -0.810 0.007 0.028 0.003
H 2.357 -1.136 -3.647 -0.013 -0.023 -0.053
H 1.396 -3.266 -2.802 -0.002 -0.016 0.041
H 1.093 -3.417 -1.066 0.001 0.008 -0.039
H -0.307 -2.845 -4.228 0.027 -0.024 -0.025
H -3.950 -1.022 -2.922 -0.040 0.013 0.001
H -2.984 0.617 -0.645 -0.029 -0.004 -0.001
H -4.312 -0.547 -0.689 0.055 0.029 0.007
H -4.481 -2.231 1.106 -0.029 -0.030 -0.025
H -2.606 -1.226 4.820 0.006 -0.014 0.036
H -1.683 1.566 4.493 0.050 0.006 -0.053
H -0.813 0.097 4.872 -0.050 0.042 -0.015
H -0.288 3.301 4.221 -0.043 0.023 0.023
H 3.452 2.913 2.188 0.039 0.018 -0.021
H -0.010 5.505 3.644 -0.045 0.000 -0.034
H 0.602 5.033 5.237 -0.004 -0.007 0.022
H 1.181 6.515 4.470 0.013 0.020 0.002
H 1.574 5.415 1.588 -0.036 0.019 -0.023
H 2.596 6.522 2.539 0.020 0.036 0.011
H 3.260 5.045 1.834 0.054 -0.027 -0.043
H 2.990 4.250 5.495 -0.008 -0.018 0.020
H 4.079 4.229 4.107 0.040 -0.025 -0.024
H 3.531 5.775 4.767 0.006 0.046 0.009
H -3.096 -3.348 5.390 0.043 -0.010 0.006
H -4.418 -2.234 5.753 -0.011 0.036 0.022
H -4.732 -3.969 5.632 -0.012 -0.013 0.001
H -3.034 -4.570 3.187 0.046 -0.002 0.001
H -4.680 -5.165 3.473 -0.017 -0.025 0.021
H -4.282 -4.311 1.976 -0.016 -0.002 -0.060
H -6.229 -1.804 4.006 -0.010 0.033 0.027
H -6.233 -2.719 2.502 -0.011 0.010 -0.052
H -6.535 -3.551 4.033 -0.027 -0.036 0.013
H -1.419 -3.281 0.645 0.032 0.038 -0.015
H 0.339 -3.039 1.003 -0.090 0.017 0.014
H -0.918 -2.174 1.940 -0.012 -0.041 -0.030
H -2.079 0.052 -5.469 0.046 0.030 0.008
H -3.326 -0.470 -6.627 -0.019 0.003 -0.045
H -3.757 -0.040 -4.966 -0.035 0.035 0.043
H -0.881 -2.078 -6.220 0.054 0.034 -0.008
H -1.609 -3.660 -5.911 0.010 -0.048 0.011
H -2.278 -2.605 -7.162 -0.014 0.005 -0.021
H -4.831 -2.317 -4.513 -0.039 0.022 0.030
H -4.538 -2.695 -6.214 -0.012 0.002 -0.040
H -3.962 -3.788 -4.943 0.010 -0.039 0.012
H 5.840 -0.725 -3.211 0.012 -0.002 0.028
H 4.613 -1.156 -4.400 -0.026 -0.035 -0.011
H 5.861 0.030 -4.815 0.032 0.029 -0.049
H 5.869 1.547 -2.160 0.004 -0.009 0.025
H 5.876 2.264 -3.777 -0.007 -0.002 0.002
H 4.670 2.769 -2.588 -0.013 0.032 0.009
H 2.984 0.535 -5.197 0.006 0.016 0.028
H 2.900 3.187 -3.939 -0.033 -0.087 -0.002
H 4.222 1.808 -5.397 -0.028 -0.028 0.006
S 0.806 3.368 -0.142 -0.092 -0.253 0.052
C 1.158 3.257 -1.837 -0.208 -0.223 -0.175
C 2.144 4.200 -2.248 0.310 0.281 -0.062
N 2.931 4.989 -2.568 -0.135 -0.196 0.012
C 0.638 2.342 -2.736 -0.015 0.192 0.434
S -0.720 1.341 -2.254 -0.008 -0.070 -0.011
C 1.380 1.767 -3.853 0.052 -0.068 -0.249
N 2.514 2.301 -4.272 0.079 0.063 0.000
```
Positions in Å, forces in eV/Å.

Values from the calculation:
Max |F| = 0.0132 Eh/bohr
⟨S²⟩ = 8.7577
Multiplicity = 6
Orbital gap (spin up / spin down) = 5.05 / 5.25 eV
Net charge = -2
LUMO level (spin up / spin down) = 4.02 / 4.02 eV

=====

(2)
The following is a quantum chemistry calculation of a molecular structure, C50H59Br2CsN9O4 at a distorted geometry, from the OMol25 dataset.

The geometry in XYZ format:
```
125
Properties=species:S:1:pos:R:3:forces:R:3
Cs -0.418 -0.242 0.983 -0.046 0.264 -1.267
C 2.774 2.104 -2.727 0.031 -0.017 -0.016
C 2.006 3.189 -3.484 0.009 -0.034 -0.025
C 0.548 3.360 -3.117 -0.019 -0.041 -0.059
C -0.344 3.872 -4.056 -0.028 -0.068 0.001
C -1.677 4.014 -3.707 0.008 -0.014 -0.020
C -2.076 3.634 -2.437 -0.008 -0.009 0.016
C -1.121 3.137 -1.561 -0.046 0.053 -0.017
N 0.168 3.016 -1.890 0.010 0.019 0.014
N 2.558 0.772 -3.292 -0.061 0.080 -0.011
C 3.672 -0.151 -3.088 0.036 0.007 -0.026
C 3.792 -0.722 -1.692 -0.030 -0.022 -0.013
C 4.516 -0.093 -0.686 -0.042 0.038 0.009
C 4.487 -0.628 0.592 -0.010 0.033 0.017
C 3.733 -1.766 0.825 0.009 0.012 0.044
C 3.058 -2.334 -0.242 0.030 0.006 0.009
N 3.094 -1.840 -1.477 0.025 -0.057 0.003
C 1.251 0.220 -2.946 -0.081 0.090 0.043
C 0.213 0.334 -4.037 -0.050 -0.067 0.058
C 0.549 0.467 -5.381 0.030 0.040 0.004
C -0.465 0.537 -6.320 0.024 0.000 -0.014
C -1.783 0.469 -5.894 -0.024 -0.011 0.038
C -2.018 0.321 -4.535 -0.023 0.026 -0.048
N -1.055 0.250 -3.624 0.039 0.023 -0.004
H 2.515 2.147 -1.661 0.019 0.018 -0.011
H 3.840 2.328 -2.816 0.006 -0.011 -0.022
H 2.069 2.964 -4.552 0.042 0.061 -0.023
H 2.506 4.152 -3.336 0.008 -0.021 0.081
H 0.005 4.129 -5.049 0.002 -0.001 0.000
H -2.393 4.400 -4.424 0.000 -0.002 -0.002
H -3.108 3.703 -2.119 0.004 0.004 0.001
H -1.410 2.809 -0.563 0.009 -0.052 0.050
H 4.586 0.382 -3.363 0.022 -0.047 0.005
H 3.552 -0.993 -3.774 -0.015 0.016 0.000
H 5.064 0.817 -0.898 0.004 -0.004 0.002
H 5.013 -0.139 1.402 -0.002 -0.005 -0.002
H 3.616 -2.191 1.812 -0.014 0.041 0.030
H 2.438 -3.209 -0.087 0.020 -0.021 -0.037
H 0.832 0.720 -2.067 0.055 -0.071 0.018
H 1.336 -0.834 -2.678 0.028 -0.014 0.004
H 1.594 0.527 -5.653 -0.002 0.006 -0.013
H -0.231 0.644 -7.373 -0.001 0.001 0.002
H -2.609 0.527 -6.590 0.002 0.002 0.002
H -3.035 0.260 -4.158 0.004 -0.006 0.000
Br 2.016 0.593 2.961 0.375 0.028 0.369
C 2.536 2.443 3.021 -0.005 0.087 0.037
Br 3.272 3.083 1.344 0.005 -0.021 0.000
H 3.300 2.586 3.775 -0.008 -0.004 0.009
H 1.649 3.033 3.218 0.003 -0.009 -0.006
C -9.044 -2.204 1.707 -0.001 0.002 0.001
O -7.849 -1.459 1.687 0.001 0.000 -0.002
C -7.935 -0.139 1.324 -0.008 0.004 -0.001
C -9.114 0.521 1.042 0.005 -0.006 0.000
C -9.088 1.865 0.670 0.001 0.003 0.000
C -7.878 2.522 0.575 -0.002 -0.004 0.005
C -6.686 1.859 0.853 -0.001 0.008 0.000
C -6.694 0.525 1.244 0.004 -0.027 -0.017
N -5.561 -0.214 1.543 -0.006 0.037 -0.054
C -4.232 0.260 1.498 0.000 0.064 0.151
N -4.054 1.341 2.296 -0.010 0.024 -0.075
C -2.938 2.223 2.501 0.012 0.031 0.061
C -1.878 2.354 1.615 -0.093 0.134 -0.024
C -0.898 3.288 2.019 -0.181 -0.010 0.062
C -0.976 4.035 3.184 0.071 0.025 -0.004
C -2.072 3.887 4.035 0.014 0.008 -0.010
C -3.054 2.979 3.684 -0.027 -0.078 0.057
O -4.190 2.758 4.448 -0.011 0.021 -0.006
C -4.366 3.558 5.591 0.003 -0.007 0.002
N -3.306 -0.306 0.821 -0.234 -0.067 0.099
C -3.496 -1.452 0.046 -0.049 0.177 -0.012
C -3.126 -1.429 -1.298 -0.007 -0.060 0.127
C -3.150 -2.582 -2.070 -0.009 0.029 -0.028
C -3.537 -3.784 -1.507 0.023 -0.004 0.010
C -3.895 -3.839 -0.163 -0.004 0.002 -0.018
C -3.863 -2.688 0.610 0.020 -0.036 -0.038
O -4.170 -2.660 1.947 -0.015 -0.004 -0.003
C -4.306 -3.896 2.613 0.009 0.000 0.003
H -8.766 -3.219 1.980 0.000 0.000 0.000
H -9.525 -2.211 0.725 -0.001 -0.001 -0.001
H -9.747 -1.812 2.448 0.000 0.000 -0.001
H -10.060 0.002 1.108 -0.001 0.000 0.000
H -10.016 2.379 0.453 0.000 0.000 -0.001
H -7.843 3.562 0.277 -0.001 0.000 -0.001
H -5.742 2.377 0.766 0.001 0.002 0.000
H -5.663 -1.216 1.548 -0.001 0.003 -0.001
H -4.817 1.497 2.935 0.002 0.010 0.001
H -0.031 3.458 1.375 -0.021 0.006 -0.019
H -0.202 4.755 3.444 -0.001 -0.002 0.001
H -2.142 4.472 4.941 -0.003 0.001 0.000
H -5.324 3.275 6.022 0.003 -0.005 0.003
H -4.384 4.622 5.337 -0.001 -0.001 -0.003
H -3.574 3.384 6.327 0.000 0.002 0.002
H -2.769 -0.492 -1.711 0.001 -0.013 0.000
H -2.834 -2.538 -3.105 0.010 -0.003 0.000
H -3.540 -4.692 -2.096 0.002 -0.001 -0.001
H -4.186 -4.784 0.275 0.000 0.001 0.003
H -4.425 -3.659 3.668 0.002 0.000 -0.001
H -3.414 -4.514 2.481 -0.004 -0.001 -0.002
H -5.184 -4.448 2.263 -0.001 0.000 0.001
C -0.883 -5.955 0.656 -0.013 -0.009 -0.014
C -0.432 -4.956 -0.354 -0.006 0.018 0.051
C -0.131 -5.080 -1.692 0.017 -0.031 -0.018
C 0.193 -3.777 -2.123 0.005 0.055 0.035
N 0.109 -2.913 -1.119 -0.200 -0.099 -0.100
N -0.277 -3.651 -0.062 -0.153 0.020 0.068
C 0.585 -3.340 -3.496 0.031 0.001 -0.016
H -0.619 -6.961 0.332 -0.005 0.002 -0.009
H -1.967 -5.913 0.785 0.003 0.002 0.003
H -0.423 -5.771 1.626 0.007 -0.011 0.002
H -0.142 -5.984 -2.278 -0.001 0.002 -0.002
H -0.392 -3.208 0.844 0.370 -0.002 0.088
H 0.737 -4.205 -4.142 -0.026 -0.005 0.005
H 1.517 -2.776 -3.453 0.022 -0.010 -0.018
H -0.183 -2.706 -3.946 0.008 0.021 0.025
C -0.093 -3.873 3.706 -0.002 0.002 0.013
C 0.355 -2.407 3.797 -0.046 0.049 0.095
C -0.812 -1.559 4.334 -0.034 -0.002 0.033
O 0.797 -1.943 2.588 0.167 -0.525 0.262
H -0.375 -4.294 4.677 -0.001 0.004 0.003
H 0.715 -4.474 3.279 -0.001 -0.001 0.004
H -0.963 -3.941 3.041 -0.003 0.001 0.000
H 1.150 -2.377 4.579 0.018 0.013 -0.021
H -1.636 -1.558 3.610 -0.033 -0.066 0.018
H -0.503 -0.520 4.473 0.036 -0.011 -0.003
H -1.200 -1.930 5.289 0.008 -0.003 0.000
```
Positions in Å, forces in eV/Å.

Values from the calculation:
Max |F| = 0.0252 Eh/bohr
Orbital gap = 5.72 eV
Net charge = -1
LUMO level = 2.03 eV
Relative energy (zero: lowest compared OMol25 entry of this formula, charge and spin) = 46.59 kJ/mol